{"formula": "C21H35AsIrN4O3S2Si3", "method": "the ωB97M-V functional and the def2-TZVPD basis", "lumo_energy_ev": 2.03, "total_charge": -1, "homo_lumo_gap_ev": 7.02, "elements": ["Ir", "N", "C", "C", "O", "N", "C", "C", "O", "O", "H", "H", "H", "H", "H", "H", "S", "C", "C", "C", "C", "N", "C", "C", "C", "S", "C", "N", "H", "H", "C", "Si", "C", "C", "As", "Si", "C", "C", "C", "Si", "C", "C", "C", "H", "H", "H", "H", "H", "H", "H", "H", "H", "H", "H", "H", "H", "H", "H", "H", "H", "H", "H", "H", "H", "H", "H", "H", "H", "H", "H"], "coordinates": [[1.86981, -2.34138, -1.23443], [2.20273, -0.25380, -1.38013], [1.61352, 0.14465, -2.67674], [1.97934, -0.90233, -3.71562], [2.27130, -0.58315, -4.86318], [1.96168, -2.15334, -3.21360], [2.87355, -3.12413, -3.79583], [4.09650, -3.12917, -2.88110], [5.19404, -3.50527, -3.23230], [3.83092, -2.65522, -1.68198], [1.74934, 0.24121, -0.61564], [3.20267, -0.07279, -1.34977], [1.94994, 1.12628, -3.01233], [0.53230, 0.15700, -2.53505], [3.15244, -2.84695, -4.80978], [2.41839, -4.11695, -3.80629], [1.46605, -4.64160, -1.15962], [1.04606, -4.76394, 0.52846], [1.25256, -5.93451, 1.25148], [0.91354, -6.02256, 2.59733], [1.15357, -7.24711, 3.30835], [1.35368, -8.22922, 3.87167], [0.35564, -4.91387, 3.24627], [0.14389, -3.74061, 2.52461], [0.48105, -3.65304, 1.18398], [0.12603, -2.14562, 0.31132], [0.00075, -4.95940, 4.63500], [-0.28898, -4.96700, 5.74820], [1.69975, -6.78742, 0.75833], [-0.29373, -2.88470, 3.02304], [-4.03830, 2.34379, 0.50813], [-2.83826, 0.94987, 0.13303], [-3.33222, 0.14820, -1.48500], [-2.94164, -0.30290, 1.51723], [-0.57244, 1.55675, -0.10740], [-0.59479, 3.50519, -1.43194], [1.07259, 4.35832, -1.33913], [-1.92923, 4.76900, -1.03859], [-0.85743, 2.93503, -3.19863], [0.01165, 2.24212, 2.06754], [-1.32835, 3.19134, 2.97870], [0.41686, 0.68875, 3.03482], [1.55256, 3.31973, 2.00030], [-5.02600, 1.89960, 0.66670], [-4.12191, 3.05097, -0.31593], [-3.77125, 2.89892, 1.40763], [-4.28900, -0.36907, -1.37268], [-2.58540, -0.58553, -1.79423], [-3.44222, 0.88520, -2.28339], [-3.99017, -0.54768, 1.70946], [-2.51029, 0.07009, 2.44754], [-2.41230, -1.21710, 1.24573], [1.30796, 4.72969, -0.34304], [1.05614, 5.21306, -2.02175], [1.88006, 3.69520, -1.65758], [-2.02261, 4.96565, 0.03071], [-2.90078, 4.44210, -1.40947], [-1.68529, 5.71170, -1.53729], [-0.10557, 2.21051, -3.51087], [-0.80109, 3.78790, -3.88104], [-1.83805, 2.47064, -3.32349], [-2.22335, 2.58253, 3.11817], [-1.61238, 4.10343, 2.44981], [-0.96269, 3.47465, 3.97026], [-0.48178, 0.22450, 3.44534], [1.07427, 0.93860, 3.87195], [0.90889, -0.06218, 2.41363], [1.29759, 4.37776, 1.91451], [2.21046, 3.06236, 1.16912], [2.11745, 3.18730, 2.92651]], "forces_ev_per_a": [[-0.270, -0.159, 0.143], [0.010, -0.102, -0.006], [-0.027, -0.008, 0.096], [0.075, 0.016, 0.000], [-0.037, 0.000, 0.003], [-0.156, -0.127, -0.191], [-0.017, 0.033, 0.023], [-0.007, -0.062, 0.052], [-0.008, -0.026, -0.001], [0.092, 0.273, -0.096], [-0.019, 0.062, -0.034], [0.006, -0.025, -0.053], [0.012, -0.033, -0.022], [-0.010, 0.051, -0.019], [0.013, 0.016, 0.005], [0.032, -0.012, -0.008], [0.340, 0.048, 0.180], [-0.120, 0.100, -0.094], [-0.062, -0.084, 0.007], [0.002, -0.002, -0.046], [0.024, 0.042, 0.027], [-0.015, -0.015, -0.018], [-0.001, 0.031, -0.007], [-0.067, -0.044, 0.041], [-0.478, -0.042, -0.075], [0.756, -0.008, 0.039], [0.040, 0.003, -0.011], [-0.017, -0.003, -0.004], [-0.009, -0.004, 0.003], [0.001, 0.000, -0.001], [-0.014, -0.011, -0.011], [0.071, -0.071, -0.027], [-0.027, 0.000, 0.013], [-0.018, 0.001, 0.008], [0.003, 0.168, 0.061], [-0.091, -0.059, 0.007], [0.003, -0.008, -0.044], [0.059, 0.051, 0.027], [-0.038, 0.023, -0.002], [-0.035, -0.022, 0.012], [0.030, 0.012, 0.029], [-0.024, -0.010, -0.004], [0.004, -0.008, -0.004], [-0.003, 0.013, 0.011], [-0.001, -0.002, -0.004], [0.013, 0.002, -0.007], [-0.005, 0.007, -0.012], [-0.008, -0.011, 0.007], [0.022, -0.005, -0.008], [0.001, -0.016, -0.011], [-0.023, 0.018, 0.003], [0.015, 0.008, 0.013], [-0.013, 0.005, -0.002], [0.025, -0.008, -0.011], [-0.004, -0.008, 0.028], [0.002, -0.003, 0.001], [-0.001, -0.002, 0.008], [-0.008, 0.004, 0.003], [-0.002, 0.013, -0.007], [-0.022, 0.008, 0.006], [0.001, -0.002, -0.002], [0.000, -0.002, -0.003], [-0.006, -0.007, -0.007], [-0.008, 0.009, 0.000], [-0.003, -0.006, -0.015], [-0.009, -0.012, 0.011], [0.029, 0.017, -0.001], [-0.002, -0.003, -0.025], [0.011, -0.025, 0.018], [-0.007, 0.024, 0.008]]}



{"formula": "C21H35Cl2N4O3PtS", "method": "the ωB97M-V functional and the def2-TZVPD basis", "lumo_energy_ev": [2.33, 2.32], "spin_multiplicity": 3, "total_charge": -1, "homo_lumo_gap_ev": [3.46, 4.54], "elements": ["O", "C", "C", "C", "H", "C", "H", "C", "H", "C", "H", "C", "H", "H", "C", "C", "H", "H", "H", "C", "C", "H", "H", "H", "H", "Pt", "Cl", "Cl", "C", "O", "N", "C", "C", "H", "H", "H", "H", "H", "H", "H", "H", "H", "C", "C", "N", "H", "C", "O", "H", "H", "H", "H", "S", "C", "N", "C", "C", "C", "N", "H", "H", "H", "H", "H", "H", "H", "H"], "coordinates": [[0.03345, -4.13324, -2.25960], [0.74037, -3.26100, -2.72970], [2.21643, -3.07431, -2.53118], [2.70662, -2.94162, -1.22034], [2.03348, -2.65710, -0.41140], [4.05607, -3.21313, -0.97974], [4.43658, -3.17826, 0.03906], [4.88513, -3.59714, -2.03419], [5.87865, -3.99258, -1.82879], [4.43300, -3.51558, -3.35990], [5.10863, -3.73884, -4.17910], [3.09568, -3.20687, -3.61449], [2.71769, -3.11604, -4.63422], [0.29722, -2.43330, -3.31505], [0.11251, 0.84165, -3.34032], [1.01663, 0.86886, -2.14432], [0.70385, 0.63481, -4.23606], [-0.38564, 1.81411, -3.43179], [-0.67943, 0.08871, -3.26646], [2.36987, 0.99167, -2.23467], [3.13634, 2.01568, -2.96980], [2.96478, 0.23959, -1.74117], [3.85004, 1.53347, -3.64912], [3.71966, 2.64775, -2.28320], [2.49747, 2.69168, -3.54692], [0.18757, 0.49940, -0.36946], [2.25564, 0.64435, 0.72108], [-0.01235, 2.86414, -0.91240], [-0.15285, 2.60253, 2.09169], [-0.93415, 1.69560, 1.73560], [-0.54869, 3.67827, 2.79274], [-1.96124, 3.84874, 3.08732], [0.38449, 4.72064, 3.20178], [0.92655, 2.58917, 1.85096], [-2.49632, 3.02709, 2.60451], [-2.31273, 4.81055, 2.69694], [-2.13570, 3.82753, 4.17006], [1.38905, 4.43446, 2.87020], [0.38997, 4.84128, 4.29450], [0.11953, 5.68544, 2.74630], [-4.75112, 1.30643, -1.63625], [-5.21192, -1.60438, -1.99986], [-4.07211, 0.99079, -2.44427], [-4.28694, -1.50729, -2.58215], [-3.52517, -0.33745, -2.16429], [-3.26100, 1.72399, -2.53098], [-2.43588, -0.46116, -1.41850], [-1.84946, 0.58377, -1.00363], [-3.66811, -2.39450, -2.42498], [-2.07025, -1.48472, -1.20308], [-4.63647, 0.92895, -3.38013], [-4.54725, -1.42485, -3.64103], [-0.13822, -1.50553, 0.76523], [-0.49147, -1.12492, 2.42491], [0.39617, -0.55490, 3.24376], [-0.01284, -0.07643, 4.57376], [-0.94747, -1.07491, 5.21743], [-2.07031, -1.52010, 4.31172], [-1.68885, -1.47032, 2.89702], [1.22368, -0.14828, 2.79223], [-0.51131, 0.90398, 4.48892], [0.89775, 0.06238, 5.16596], [-1.37040, -0.62522, 6.11370], [-0.38194, -1.94451, 5.55450], [-2.94949, -0.87743, 4.43753], [-2.37203, -2.54634, 4.55285], [-2.31142, -1.89516, 2.21028]], "forces_ev_per_a": [[1.023, 0.549, -0.302], [-0.536, 1.001, 0.167], [0.088, -0.632, 0.686], [0.281, -0.395, -0.384], [0.128, -0.196, -0.149], [-0.269, 0.012, -0.223], [-0.060, 0.027, -0.204], [-0.138, 0.015, -0.290], [-0.064, 0.346, -0.056], [-0.183, 0.061, 0.475], [-0.054, 0.074, 0.057], [-0.087, -0.163, 0.372], [0.087, -0.242, 0.225], [-0.247, -0.186, -0.304], [-0.130, 1.517, -0.183], [2.201, -2.455, -2.003], [-0.135, 0.092, -0.140], [-0.271, -0.004, -0.329], [0.173, -0.019, 0.086], [-1.225, -0.625, -0.272], [0.224, 0.099, -0.989], [0.272, 0.533, 1.036], [0.230, 0.215, -0.177], [-0.118, -0.129, -0.007], [-0.009, -0.061, -0.029], [-0.031, 0.011, 0.674], [1.796, 0.210, 1.921], [-0.373, 2.089, 0.192], [-0.835, -1.585, -1.024], [1.030, 1.405, 1.391], [-0.239, 0.624, 0.516], [0.263, 0.068, -0.034], [-0.170, -0.324, -0.247], [-0.319, -0.172, -0.002], [0.073, 0.196, 0.095], [-0.001, -0.104, 0.010], [-0.026, -0.004, -0.052], [-0.216, 0.114, 0.061], [-0.025, -0.046, -0.162], [0.057, -0.194, 0.051], [0.179, -0.024, -0.193], [0.062, -0.027, -0.080], [0.027, -0.186, 0.093], [0.226, 0.289, 0.194], [-1.037, -0.284, -0.732], [-0.176, -0.294, 0.077], [1.682, 2.417, 1.038], [-2.729, -2.594, -0.922], [-0.158, 0.063, -0.069], [-0.105, 0.441, -0.078], [0.088, 0.074, 0.118], [0.054, -0.069, 0.074], [-0.542, -1.347, 1.176], [0.793, -0.138, -1.318], [-0.069, 0.138, 0.616], [0.257, 0.307, -0.905], [0.346, -0.232, 0.590], [-0.507, 0.187, -0.782], [-0.831, -0.396, 0.503], [-0.222, -0.122, -0.204], [0.087, -0.161, -0.093], [-0.216, -0.054, -0.030], [-0.068, 0.007, 0.114], [0.124, -0.030, -0.124], [0.064, -0.046, 0.081], [0.013, 0.139, 0.045], [0.495, 0.222, 0.357]]}



{"formula": "C21H35F5NiO4S2Si", "method": "the ωB97M-V functional and the def2-TZVPD basis", "lumo_energy_ev": [0.24, 0.22], "spin_multiplicity": 3, "total_charge": 0, "homo_lumo_gap_ev": [8.52, 8.71], "elements": ["Ni", "C", "C", "C", "C", "O", "Si", "S", "O", "C", "C", "C", "C", "O", "C", "C", "C", "C", "H", "H", "H", "H", "H", "H", "H", "H", "H", "H", "H", "H", "H", "H", "H", "H", "H", "H", "H", "H", "H", "H", "H", "H", "H", "H", "H", "F", "C", "F", "C", "F", "F", "F", "C", "S", "O", "C", "C", "C", "C", "C", "C", "H", "H", "H", "H", "H", "H", "H", "H"], "coordinates": [[-0.61149, 0.94415, 0.39833], [2.19728, -0.18396, -1.73250], [2.10444, -0.63490, -0.27997], [2.78605, 0.36873, 0.63750], [2.69655, -2.02314, -0.08912], [0.70507, -0.65221, 0.09767], [-0.51263, -1.79204, -0.20262], [-2.20796, -0.62190, 0.05305], [-0.19112, -2.33916, -1.70232], [-0.71687, -3.47430, -2.40662], [-2.17151, -3.71619, -2.01901], [-0.61083, -3.13082, -3.88570], [0.14302, -4.68788, -2.07172], [-0.33810, -3.08104, 0.77834], [-0.61513, -3.29322, 2.17290], [-2.09698, -3.60803, 2.33304], [-0.22839, -2.06625, 2.98691], [0.23429, -4.49181, 2.57593], [3.24203, -0.11534, -2.04097], [1.74481, 0.80520, -1.84290], [1.67627, -0.88365, -2.38536], [3.85429, 0.41154, 0.42031], [2.65031, 0.08425, 1.68040], [2.36786, 1.36752, 0.49769], [3.75754, -2.01139, -0.34158], [2.19529, -2.75053, -0.72729], [2.59033, -2.34008, 0.94941], [-2.76659, -2.82057, -2.20525], [-2.24880, -3.97119, -0.95995], [-2.59072, -4.53921, -2.59919], [-1.21027, -2.24683, -4.10755], [-0.96558, -3.95972, -4.50017], [0.42748, -2.92262, -4.14932], [0.10914, -4.88406, -0.99967], [1.17969, -4.50516, -2.36184], [-0.21229, -5.57092, -2.60547], [-2.69723, -2.75698, 2.00961], [-2.33411, -3.82741, 3.37512], [-2.36146, -4.47765, 1.72814], [-0.83648, -1.20482, 2.70791], [0.82211, -1.81285, 2.83452], [-0.38370, -2.25987, 4.04959], [-0.01753, -5.35632, 1.95957], [0.06409, -4.74792, 3.62286], [1.29391, -4.26798, 2.44090], [0.70695, 1.03010, 2.94977], [-0.04074, 1.82312, 2.10602], [0.76243, 2.93884, 1.85102], [-1.18720, 2.35781, 2.96205], [-1.96056, 3.18015, 2.21954], [-0.79049, 3.05248, 4.03643], [-1.95931, 1.35321, 3.38989], [0.30003, 3.91911, -2.89075], [0.52636, 3.63385, -1.13034], [-0.52304, 2.60959, -0.82108], [-0.08688, 5.18525, -0.51089], [-1.41058, 5.30227, -0.12481], [-1.85128, 6.51550, 0.37925], [-0.97262, 7.58561, 0.49109], [0.35544, 7.44859, 0.10979], [0.80969, 6.23577, -0.38490], [-0.75054, 4.12909, -3.08202], [0.61151, 3.00931, -3.40143], [0.92329, 4.75872, -3.19663], [-2.07015, 4.44679, -0.19449], [-2.87952, 6.62204, 0.69763], [-1.32102, 8.52784, 0.89293], [1.04124, 8.27847, 0.21474], [1.85087, 6.10502, -0.65638]], "forces_ev_per_a": [[-0.097, 0.209, -0.025], [0.009, -0.028, -0.019], [0.215, 0.083, -0.071], [-0.050, -0.067, 0.007], [-0.069, -0.035, 0.023], [-0.250, 0.142, -0.022], [0.076, -0.010, 0.146], [-0.012, -0.153, -0.008], [0.031, 0.032, -0.097], [-0.043, -0.129, -0.077], [-0.003, 0.067, 0.025], [-0.002, 0.026, 0.008], [0.013, 0.030, 0.039], [0.004, -0.027, -0.083], [0.023, -0.045, 0.137], [-0.005, 0.034, -0.070], [-0.010, -0.006, 0.003], [0.004, 0.011, -0.013], [0.002, -0.007, 0.015], [-0.017, -0.007, 0.002], [0.001, 0.023, 0.013], [-0.007, -0.007, -0.034], [-0.001, 0.026, -0.011], [-0.005, 0.019, 0.026], [0.002, 0.025, -0.007], [0.005, -0.016, 0.001], [0.001, -0.002, -0.008], [0.002, -0.017, 0.013], [-0.019, 0.000, -0.002], [0.032, -0.018, -0.012], [0.004, -0.006, -0.006], [-0.003, -0.001, 0.008], [-0.004, 0.001, 0.005], [0.008, -0.007, -0.013], [-0.005, 0.001, 0.005], [-0.016, 0.007, -0.010], [-0.017, -0.023, 0.007], [0.026, 0.007, 0.013], [-0.005, 0.006, 0.001], [0.006, -0.006, 0.011], [-0.008, -0.002, -0.011], [-0.003, 0.005, 0.000], [-0.002, 0.006, 0.002], [-0.007, 0.008, -0.005], [-0.008, 0.003, -0.005], [-0.021, 0.038, 0.029], [0.084, 0.004, -0.018], [0.010, 0.041, 0.010], [-0.007, 0.056, -0.028], [0.001, -0.005, -0.004], [0.032, 0.005, 0.008], [-0.027, -0.054, 0.023], [0.006, 0.072, 0.085], [0.535, 0.373, -0.168], [-0.413, -0.641, 0.107], [0.036, 0.003, -0.008], [-0.036, -0.093, -0.025], [0.026, 0.078, 0.024], [-0.027, -0.027, 0.000], [0.005, -0.016, -0.010], [-0.003, 0.021, -0.007], [-0.023, -0.015, 0.038], [0.002, 0.004, 0.015], [0.014, -0.010, 0.024], [0.016, 0.016, -0.003], [-0.001, -0.003, -0.003], [-0.003, 0.000, -0.003], [-0.002, 0.000, 0.002], [0.000, 0.003, 0.008]]}



One value per record, in order, for molecular weight: 807.1; 689.6; 597.4 g mol⁻¹.
One value per record, in order, for ΔE to the lowest compared entry with this formula, charge and spin: 1.607; 0.639; 0.111 eV.